one:
H10LiO5 | ωB97M-V with the def2-TZVPD basis set

The geometry in ORCA input format:
```
! wB97M-V def2-TZVPD RIJCOSX def2/J DEFGRID3
* xyz 1 1
Li -0.148 0.033 -0.068
O -1.269 1.867 0.250
H -2.187 1.594 0.121
H -1.438 2.839 0.301
O 1.667 0.976 0.248
H 2.274 0.797 -0.455
H 1.869 1.966 0.667
O -0.215 -2.142 -0.501
H -0.916 -2.390 0.047
H 0.466 -2.954 -0.270
O -0.149 -0.785 2.141
H -1.093 -0.712 2.419
H 0.387 -1.402 2.785
O 0.097 0.199 -2.164
H -0.068 -0.529 -2.602
H 0.728 0.642 -2.914
*
```

Calculated values
HOMO-LUMO gap, eV: 11.982

two:
H10LiO5 | ωB97M-V with the def2-TZVPD basis set

The geometry in ORCA input format:
```
! wB97M-V def2-TZVPD RIJCOSX def2/J DEFGRID3
* xyz 1 1
Li -14.583 7.504 14.594
O -18.781 6.482 16.075
H -18.999 6.471 17.007
H -19.602 6.265 15.634
O -10.944 7.660 15.486
H -10.294 7.006 15.229
H -10.427 8.404 15.795
O -15.769 8.296 11.130
H -15.635 7.503 10.610
H -15.302 8.980 10.649
O -14.448 11.139 15.709
H -14.860 11.685 16.379
H -13.649 11.611 15.473
O -14.702 3.794 13.802
H -15.481 3.332 13.491
H -13.968 3.280 13.463
*
```

Calculated values
HOMO-LUMO gap, eV: 9.782

one is the most stable structure shown above.